1.
This record from the OMol25 dataset describes a 2-piece molecular cluster, C2H4N2O2 overall in a non-equilibrium geometry. The level of theory is wB97M-V/def2-TZVPD.

```
10
Properties=species:S:1:pos:R:3:forces:R:3
N -0.4448 1.3080 -1.0960 -0.1 -0.1 0.1
H -1.8702 -0.6741 0.7376 -0.6 0.0 -0.5
H -0.6068 -1.5480 0.2059 1.9 -1.5 0.2
H 0.9628 1.3689 0.1200 0.5 0.9 0.4
N 1.7561 0.8002 0.5068 -0.6 -0.3 -0.6
C -1.3409 -0.9355 -0.1858 -1.6 0.5 0.2
H -1.9596 -1.4733 -0.9273 0.3 0.5 0.5
O 2.5554 1.1715 1.3064 0.6 1.1 0.9
O 1.7177 -0.2993 0.0247 0.2 -1.7 -0.4
C -0.7697 0.2817 -0.6922 -0.5 0.6 -0.8
```
Forces are in eV/Å.

Its HOMO-LUMO gap is 11.8 eV. The relative energy (zero: lowest compared OMol25 entry of this formula, charge and spin) comes out at 4.749 eV. As for the SMILES: O=[NH+][O-].CC#N. For the electronic energy, the calculation gives -9210.4743 eV. The HOMO energy comes out at -0.4151 Ha.

Atomic partial charges in e from the Mulliken method, atoms 1 to 8: N -0.508; H 0.281; H 0.345; H 0.314; N 0.730; C -0.872; H 0.289; O -0.548


2.
This record from the OMol25 dataset describes a 3-piece molecular cluster, C14H30O8 overall in a non-equilibrium geometry. The level of theory is wB97M-V/def2-TZVPD.

```
52
Properties=species:S:1:pos:R:3:forces:R:3
H 4.0507 2.2721 3.5893 0.1 0.0 0.0
C -0.7306 -5.3656 -1.6524 0.3 -0.2 -0.1
H -3.8517 -1.3843 1.1142 -0.1 0.0 0.1
H -0.5882 -1.0120 1.0749 0.2 -0.2 0.2
O -5.1740 1.3991 -0.3218 2.3 -1.3 -0.4
O -0.1638 -4.1194 -1.2457 -0.2 0.0 0.0
C 3.3693 2.9278 4.1382 -0.1 0.0 0.0
H -0.5192 -6.2608 0.3022 0.0 0.0 0.0
H 0.7925 -4.1915 -1.3223 0.1 0.0 0.0
H 4.9889 4.3774 2.4124 0.0 -0.1 0.1
H -1.9188 -2.7865 0.6476 0.1 -0.2 0.2
C -0.8471 -0.1255 0.5080 -0.2 -0.2 -0.1
C 3.0357 4.1580 3.3087 0.3 -0.2 -0.1
H 4.7783 5.3046 3.9063 0.0 0.0 0.0
H 4.0233 5.8505 2.3999 0.0 0.0 0.0
H -1.0756 3.3966 -2.9891 -0.2 0.2 -0.1
C 4.2805 4.9736 2.9942 -0.1 0.1 -0.1
H 3.8423 3.2028 5.0819 0.0 0.0 0.0
H -0.7303 -4.8427 -3.7474 0.0 0.0 0.0
H -0.7132 -7.4375 -1.0073 0.0 0.0 0.0
C -4.1631 0.7263 -0.3487 -1.4 0.7 -0.6
H -0.8403 -6.5843 -3.4442 0.0 0.0 0.0
H -2.0071 -2.3874 -1.0517 0.1 0.0 -0.2
H 0.5324 3.7078 -3.6984 0.1 0.3 -0.1
C -3.2073 -1.1532 0.2624 -0.2 -0.3 1.0
H 0.5982 3.8560 -1.2429 0.1 0.2 0.0
H -1.0811 2.6405 0.7579 -0.3 0.0 0.0
H 0.6492 2.7780 0.6642 0.5 -0.2 0.2
H -3.3631 -3.1975 -0.2651 -0.2 -0.2 -0.1
H -0.6137 -0.3483 -0.5281 0.0 0.2 -0.3
C -0.0630 3.0265 -3.1006 0.0 -0.5 0.2
H 1.5444 2.4608 -1.8371 0.3 0.0 0.2
O -0.2794 2.0061 -0.9938 0.1 -0.1 0.1
O -2.9030 1.1265 -0.0209 -0.8 0.8 0.7
C -0.1803 2.1388 0.3948 -0.6 0.6 0.0
O 2.3765 3.7742 2.1015 -0.2 0.2 0.0
H -2.4836 0.1575 1.7925 -0.2 0.6 0.1
H 2.3206 4.7788 3.8489 -0.1 0.0 -0.1
C -2.3310 0.0616 0.7196 0.4 -1.3 -0.4
H -1.8100 -5.2427 -1.5534 0.0 0.1 0.0
C -0.2615 -6.4833 -0.7335 -0.1 0.0 0.1
C 0.5452 2.8822 -1.7277 -0.2 -0.2 -0.3
H 2.9829 3.2208 1.5992 0.1 -0.1 0.0
H 2.4667 2.3561 4.3535 0.0 0.0 0.0
C -0.3852 -5.6529 -3.1052 -0.1 0.1 -0.1
O -0.1468 1.7500 -3.7225 -0.2 -0.1 0.1
H 0.6981 -5.7336 -3.2299 0.0 -0.1 0.0
O -4.0766 -0.5926 -0.7207 -0.5 0.6 0.3
H 0.8254 -6.5889 -0.7870 0.0 0.0 -0.1
O -0.0480 0.9053 1.0372 0.5 -0.1 -0.1
C -2.5840 -2.4575 -0.1398 0.1 0.4 -0.4
H 0.4397 1.7314 -4.4723 0.2 0.0 -0.3
```
Forces are in eV/Å.

Its HOMO-LUMO gap is 10.2 eV. The relative energy (zero: lowest compared OMol25 entry of this formula, charge and spin) comes out at 0.300 eV. As for the SMILES: C[C@@H]1OC(=O)O[C@@H]1COCOCCO.CC(C)O.CC(C)O. For the electronic energy, the calculation gives -31382.9077 eV. The HOMO energy comes out at -0.3493 Ha.

Atomic partial charges in e from the Mulliken method, atoms 1 to 8: H 0.345; C 0.660; H 0.272; H 0.384; O -0.561; O -0.488; C -1.280; H 0.321


3.
This record from the OMol25 dataset describes C31H32N4O3S2W as an isolated structure. The level of theory is wB97M-V/def2-TZVPD.

```
73
Properties=species:S:1:pos:R:3:forces:R:3
N 0.6171 -3.1045 -0.1837 -0.1 0.0 0.0
C -3.7440 -1.2954 2.0952 0.0 0.0 0.0
H 4.2628 0.1836 4.1678 0.0 0.0 0.0
H -3.1363 -0.5568 -2.0961 0.0 0.0 0.0
H -1.1949 6.0218 -0.8367 0.0 0.0 0.0
H 2.2801 3.9369 3.6568 0.0 0.0 0.0
H -0.0930 -4.9157 -0.7905 0.0 0.0 0.0
C -0.6825 2.0120 -0.4277 0.1 0.1 0.1
H -2.3414 -1.3381 3.7179 0.0 0.0 0.0
C -2.2852 0.8431 1.1433 0.0 0.0 0.0
O 0.8768 0.4182 1.2272 -0.3 0.2 0.2
H 4.4862 1.3028 -3.4716 0.0 0.0 0.0
C 3.3565 2.1210 4.0250 0.0 0.0 0.0
H 2.0023 -1.4244 -5.2303 0.0 0.0 0.0
C -1.7261 -2.0592 -1.5102 0.0 -0.1 0.0
C 1.6922 1.0136 2.1048 0.0 -0.2 0.1
N 2.2228 -1.7149 1.3164 0.1 0.2 -0.1
C 2.3811 2.8924 3.3926 0.0 0.0 0.0
C 2.6719 0.2294 2.7146 0.0 0.1 -0.1
C -1.7867 5.5272 -0.0715 0.0 0.0 0.0
C -2.6290 -0.8545 2.7939 0.0 0.0 0.0
H 3.3636 -0.3045 -5.1128 0.0 0.0 0.0
C 2.8319 -1.1295 2.2923 -0.1 -0.1 0.1
O -1.0674 -1.2768 -0.6385 -0.2 0.2 0.1
H -1.0434 0.6022 2.8714 0.0 0.0 0.0
C 3.5052 0.7920 3.6895 0.0 0.0 0.0
C -2.8581 3.5928 1.9754 0.0 0.0 0.0
C -3.4604 -2.4395 -3.0972 0.0 0.1 0.0
S 0.8036 -1.0774 -2.6168 0.0 -0.2 -0.1
C 2.6902 -3.0660 1.0012 -0.1 0.0 0.0
C 1.4527 -3.8722 0.7535 0.1 0.1 0.0
H -3.3901 2.7171 2.3335 0.0 0.0 0.0
H 3.9967 2.5683 4.7718 0.0 0.0 0.0
N -1.5501 1.9698 0.6365 0.0 0.0 -0.1
H -4.3175 -2.1329 2.4691 0.0 0.0 0.0
H -5.0326 -0.9747 0.4086 0.0 0.0 0.0
C -3.4189 0.4317 0.4577 0.0 0.0 0.0
C -1.2778 -3.3705 -1.6843 -0.1 0.1 0.0
H -1.6251 -5.2543 -2.6719 0.0 0.0 0.0
H -2.2118 3.9759 2.7661 0.0 0.0 0.0
H 0.8951 -3.9901 1.6855 0.0 0.0 0.0
H -4.3066 -2.0757 -3.6652 0.0 0.0 0.0
C -0.6219 3.3479 -0.8587 0.0 -0.1 0.0
O -0.0599 1.0174 -0.9466 0.0 -0.1 -0.1
C 4.5995 0.3592 -2.9343 0.0 0.0 0.0
H 1.6763 -4.8606 0.3535 0.0 0.0 0.0
C -2.8197 -1.5821 -2.2193 0.0 -0.1 0.0
H 3.5730 -1.7111 2.8396 0.0 0.0 0.0
H 5.0452 -0.3628 -3.6181 0.0 0.0 0.0
H -3.5658 -4.4090 -3.9537 0.0 0.0 0.0
H 5.2871 0.5215 -2.1077 0.0 0.0 0.0
H 1.7130 0.3105 -5.1799 0.0 0.0 0.0
H -0.0111 3.7161 -1.6634 0.0 0.0 0.0
C 2.2446 -0.5329 -3.2921 0.1 0.1 0.2
S 2.9898 -0.1748 -0.7872 -0.1 0.1 0.0
C -1.8976 0.2291 2.3248 0.0 0.0 -0.1
N -2.0884 3.2363 0.7953 0.0 0.0 -0.1
C -4.1470 -0.6455 0.9350 0.0 0.0 0.0
H 3.2810 -3.4798 1.8177 0.0 0.0 0.0
C -3.0403 -3.7601 -3.2677 0.0 -0.1 0.0
H -3.5884 4.3475 1.6953 0.0 0.0 0.0
H 3.3136 -3.0134 0.1049 0.0 0.0 0.0
C -1.9590 -4.2305 -2.5577 0.0 0.1 0.0
C -1.4941 4.0696 -0.0743 0.0 0.0 0.0
H -1.5481 5.9750 0.8942 0.0 0.0 0.0
C 1.5393 2.3533 2.4326 0.1 -0.1 0.1
H 0.7832 2.9466 1.9363 0.0 0.0 0.0
C 3.2638 -0.1177 -2.4466 -0.2 0.0 -0.1
C -0.1980 -3.8341 -0.8697 0.0 0.0 0.1
H -2.8413 5.7135 -0.2774 0.0 0.0 0.0
W 0.7424 -0.8229 -0.2108 0.6 -0.3 -0.1
C 2.3437 -0.4893 -4.7881 0.0 0.0 0.0
H -3.7244 0.9594 -0.4384 0.0 0.0 0.0
```
Forces are in eV/Å.

Its HOMO-LUMO gap (spin up / spin down) is 6.9 / 6.7 eV. The relative energy (zero: lowest compared OMol25 entry of this formula, charge and spin) comes out at 0.294 eV. For the electronic energy, the calculation gives -68254.0908 eV. The charge is +2. The HOMO energy (spin up / spin down) comes out at -0.4949 / -0.5036 Ha.

Atomic partial charges in e from the Mulliken method, atoms 1 to 8: N 0.021; C -0.635; H 0.496; H 0.450; H 0.385; H 0.490; H 0.474; C 0.386